24
Properties=species:S:1:pos:R:3:mulliken_charge:R:1 method="wB97M-V/def2-TZVPD" e_lumo_ev=-3.38 relative_energy_kcal_mol=1.11 max_force_ev_per_a=0.89 charge=+1 total_energy_ev=-12054.238
C -0.278 2.307 -1.405 -0.62
N 0.712 1.200 -1.612 -0.09
H 0.447 0.305 -1.156 -0.05
H 0.851 0.990 -2.601 0.40
H 1.647 1.399 -1.246 0.42
H 0.250 3.245 -1.370 0.36
H -0.775 2.147 -0.457 0.23
H -1.017 2.244 -2.192 0.31
C -0.206 -2.528 -1.111 -1.44
C -0.054 0.390 2.056 0.29
C -1.246 0.172 1.384 -0.68
C 1.082 -0.320 1.711 -0.33
C -1.288 -0.765 0.347 -0.07
C 1.047 -1.200 0.649 -0.35
C -0.163 -1.494 -0.004 0.00
O 0.029 1.379 3.007 -0.52
H 0.019 0.990 3.889 0.35
H -2.098 0.732 1.740 0.46
H 1.972 -0.123 2.306 0.44
H -2.245 -0.982 -0.106 0.39
H 1.929 -1.752 0.342 0.39
H -0.340 -3.520 -0.674 0.38
H 0.724 -2.507 -1.671 0.36
H -0.998 -2.312 -1.824 0.38